Entry 1:
Density functional theory data (ωB97M-V/def2-TZVPD) for C26H32FN3O6S in the gas phase in a non-equilibrium geometry.

Calculated values
SMILES string	O=C(COC(=O)c1cc(S(=O)(=O)N2CCCCC2)ccc1N1CCOCC1)NCCc1ccc(F)cc1
orbital gap	0.30623	hartree
LUMO level	0.07	eV

Each line ends with the Löwdin charge.
Geometry (Å):
1 O -5.309 -1.574 0.734  0.064
2 C -4.234 -1.430 1.276  -0.479
3 C -3.746 -0.055 1.762  -0.041
4 O -2.639 0.381 0.976  0.010
5 C -1.419 -0.001 1.367  -0.447
6 O -1.230 -0.678 2.358  0.092
7 C -0.344 0.373 0.430  -0.034
8 C 0.718 -0.529 0.399  -0.010
9 C 1.693 -0.440 -0.565  -0.289
10 S 2.958 -1.707 -0.656  0.664
11 O 3.413 -1.757 -2.015  -0.281
12 O 2.419 -2.897 -0.063  -0.281
13 N 4.249 -1.246 0.271  -0.238
14 C 4.110 -1.314 1.705  -0.190
15 C 3.664 0.016 2.315  -0.169
16 C 4.607 1.131 1.866  -0.195
17 C 4.643 1.192 0.340  -0.171
18 C 5.072 -0.167 -0.219  -0.191
19 C 1.622 0.549 -1.534  -0.058
20 C 0.602 1.471 -1.501  0.007
21 C -0.398 1.431 -0.510  -0.147
22 N -1.389 2.369 -0.465  -0.077
23 C -1.772 3.153 -1.620  -0.119
24 C -1.197 4.572 -1.534  -0.181
25 O -1.609 5.193 -0.336  -0.125
26 C -1.209 4.446 0.786  -0.177
27 C -1.784 3.018 0.766  -0.116
28 N -3.352 -2.417 1.494  0.085
29 C -3.488 -3.727 0.900  -0.163
30 C -2.291 -4.063 0.003  -0.123
31 C -1.941 -3.008 -1.018  -0.214
32 C -2.881 -2.124 -1.534  -0.024
33 C -2.509 -1.144 -2.437  0.006
34 C -1.195 -1.084 -2.856  -0.271
35 F -0.831 -0.110 -3.728  0.045
36 C -0.247 -1.983 -2.406  -0.008
37 C -0.627 -2.927 -1.470  -0.026
38 H -4.539 0.677 1.606  0.138
39 H -3.460 -0.103 2.818  0.137
40 H 0.741 -1.343 1.107  0.132
41 H 3.393 -2.110 1.910  0.112
42 H 5.082 -1.602 2.123  0.131
43 H 2.646 0.247 1.993  0.098
44 H 3.665 -0.069 3.402  0.115
45 H 4.277 2.089 2.273  0.110
46 H 5.612 0.931 2.244  0.113
47 H 3.651 1.448 -0.038  0.097
48 H 5.345 1.957 0.005  0.114
49 H 5.007 -0.195 -1.307  0.112
50 H 6.108 -0.373 0.075  0.132
51 H 2.371 0.575 -2.310  0.127
52 H 0.578 2.241 -2.254  0.112
53 H -1.469 2.653 -2.537  0.122
54 H -2.866 3.226 -1.608  0.137
55 H -1.573 5.196 -2.346  0.129
56 H -0.098 4.539 -1.577  0.124
57 H -1.572 4.990 1.660  0.129
58 H -0.109 4.388 0.826  0.131
59 H -1.401 2.476 1.628  0.129
60 H -2.876 3.062 0.818  0.134
61 H -2.483 -2.210 1.970  0.124
62 H -4.423 -3.725 0.336  0.119
63 H -3.565 -4.482 1.690  0.123
64 H -2.509 -5.002 -0.513  0.124
65 H -1.411 -4.233 0.629  0.117
66 H -3.915 -2.180 -1.236  0.105
67 H -3.231 -0.438 -2.818  0.120
68 H 0.769 -1.939 -2.765  0.114
69 H 0.123 -3.601 -1.084  0.111

***

Entry 2:
Density functional theory data (ωB97M-V/def2-TZVPD) for a molecular structure, C26H32IrN5OS in a non-equilibrium geometry.

Calculated values
2S+1	2
orbital gap (spin up / spin down)	0.21292 / 0.20220	hartree
LUMO level (spin up / spin down)	-11.13 / -11.81	eV
charge	+3

Each line ends with the Löwdin spin population.
Geometry (Å):
1 Ir 0.665 0.771 -1.036  0.042
2 C 4.400 -3.283 3.336  0.027
3 C 3.407 -2.394 2.666  0.134
4 C 2.695 -1.437 3.405  -0.005
5 C 1.823 -0.593 2.783  0.077
6 C 1.576 -0.661 1.378  0.076
7 N 0.730 0.273 0.833  0.257
8 C -0.341 0.729 1.600  0.036
9 C -1.116 -0.186 2.352  0.044
10 C -2.217 0.228 3.054  -0.006
11 C -2.620 1.571 3.018  0.053
12 C -3.865 1.998 3.723  0.010
13 C -1.868 2.486 2.267  0.010
14 C -0.757 2.084 1.565  0.030
15 N 0.021 3.041 0.877  -0.002
16 C 0.186 4.351 1.134  0.013
17 C 0.910 4.907 0.100  -0.001
18 C 1.152 3.865 -0.777  0.012
19 N 0.625 2.721 -0.304  0.011
20 C 2.330 -1.611 0.630  0.076
21 C 3.214 -2.444 1.279  0.024
22 N 2.155 -1.786 -0.765  0.008
23 C 2.529 -2.852 -1.504  0.005
24 C 2.478 -2.511 -2.835  0.004
25 C 2.058 -1.192 -2.846  0.011
26 N 1.875 -0.731 -1.599  0.006
27 H 4.009 -3.649 4.285  0.006
28 H 5.297 -2.696 3.562  0.012
29 H 4.691 -4.124 2.712  0.001
30 H 2.881 -1.335 4.466  -0.002
31 H 1.353 0.204 3.343  0.002
32 H -0.850 -1.234 2.316  0.001
33 H -2.807 -0.488 3.612  -0.001
34 H -3.916 1.544 4.712  0.002
35 H -4.727 1.634 3.154  0.004
36 H -3.950 3.077 3.814  0.000
37 H -2.182 3.521 2.237  0.000
38 H -0.201 4.790 2.039  0.001
39 H 1.234 5.929 0.006  0.000
40 H 1.706 3.858 -1.703  0.000
41 H 3.812 -3.145 0.714  -0.001
42 H 2.840 -3.768 -1.031  0.000
43 H 2.736 -3.134 -3.674  0.000
44 H 1.903 -0.532 -3.688  0.000
45 C -1.522 2.430 -5.117  0.000
46 C -1.554 1.992 -3.653  0.000
47 C -1.311 0.483 -3.580  0.009
48 S -1.098 -0.109 -1.918  0.009
49 O -2.122 0.428 -1.011  0.004
50 C -1.262 -1.861 -2.084  -0.002
51 C -1.206 -2.615 -0.747  0.000
52 C -2.573 -2.762 -0.092  0.000
53 H -1.837 3.467 -5.211  0.000
54 H -2.204 1.829 -5.720  0.000
55 H -0.520 2.338 -5.538  0.000
56 H -2.513 2.227 -3.195  0.000
57 H -0.789 2.525 -3.077  0.000
58 H -0.412 0.195 -4.137  0.000
59 H -2.155 -0.102 -3.955  0.001
60 H -0.497 -2.164 -2.804  0.000
61 H -2.242 -1.971 -2.559  0.000
62 H -0.512 -2.108 -0.077  0.000
63 H -0.771 -3.594 -0.953  0.000
64 H -3.018 -1.791 0.128  0.000
65 H -2.497 -3.333 0.833  0.000
66 H -3.258 -3.303 -0.744  0.000

***

Entry 3:
Density functional theory data (ωB97M-V/def2-TZVPD) for a molecular structure, C26H32N2O4Ti.

Calculated values
2S+1	2
orbital gap (spin up / spin down)	0.26830 / 0.27577	hartree
LUMO level (spin up / spin down)	-3.66 / -3.62	eV
charge	+1

Each line ends with the Löwdin spin population.
Geometry (Å):
1 Ti 0.428 -0.168 0.126  0.961
2 O 4.291 3.130 -4.730  0.000
3 C 3.305 3.855 -4.033  0.000
4 C 2.573 2.926 -3.109  0.000
5 C 1.539 3.400 -2.309  0.001
6 C 0.897 2.523 -1.463  0.006
7 N 1.222 1.230 -1.379  0.011
8 C 2.207 0.758 -2.163  0.002
9 C 2.902 1.580 -3.030  0.000
10 C 2.474 -0.699 -2.035  0.002
11 C 3.364 -1.385 -2.838  0.000
12 C 3.534 -2.752 -2.664  0.000
13 C 4.492 -3.532 -3.517  0.000
14 O 5.091 -2.664 -4.450  0.000
15 C 2.791 -3.393 -1.677  0.000
16 C 1.922 -2.646 -0.910  0.003
17 N 1.765 -1.329 -1.080  0.006
18 H 4.768 3.722 -5.318  0.000
19 H 2.577 4.307 -4.717  0.000
20 H 3.743 4.663 -3.435  0.000
21 H 1.238 4.439 -2.343  0.000
22 H 0.087 2.858 -0.826  0.002
23 H 3.700 1.195 -3.646  0.000
24 H 3.928 -0.881 -3.608  0.000
25 H 3.937 -4.338 -4.011  0.000
26 H 5.235 -3.998 -2.860  0.000
27 H 5.730 -3.152 -4.977  0.000
28 H 2.881 -4.457 -1.505  0.000
29 H 1.319 -3.098 -0.132  0.001
30 C -5.200 -5.709 -1.899  0.000
31 C -4.243 -4.626 -1.489  0.001
32 C -4.054 -4.331 -0.142  0.000
33 C -3.178 -3.343 0.277  0.001
34 C -3.033 -3.083 1.755  0.000
35 C -2.488 -2.607 -0.702  0.000
36 C -2.672 -2.870 -2.068  0.001
37 C -1.952 -2.112 -3.155  0.000
38 C -3.539 -3.893 -2.432  0.000
39 C -1.545 -1.551 -0.293  0.008
40 O -1.399 -0.463 -0.938  0.003
41 O -0.774 -1.726 0.723  0.017
42 H -4.980 -6.639 -1.374  0.000
43 H -5.151 -5.899 -2.970  0.000
44 H -6.224 -5.429 -1.651  0.000
45 H -4.608 -4.889 0.604  0.000
46 H -3.840 -3.573 2.297  0.000
47 H -3.065 -2.019 1.985  0.000
48 H -2.083 -3.464 2.128  0.000
49 H -0.879 -2.044 -2.965  0.000
50 H -2.326 -1.093 -3.235  0.000
51 H -2.097 -2.611 -4.112  0.000
52 H -3.671 -4.116 -3.485  0.000
53 C -0.351 1.584 2.240  0.004
54 C 0.675 0.614 2.839  -0.002
55 C 1.336 1.242 4.062  -0.001
56 C 1.671 0.214 1.744  -0.025
57 H -1.115 1.869 2.965  0.000
58 H -0.925 1.163 1.392  0.002
59 H 0.140 2.499 1.896  0.001
60 H 0.136 -0.283 3.161  0.000
61 H 1.876 2.147 3.774  0.000
62 H 2.053 0.552 4.508  0.000
63 H 0.601 1.510 4.824  0.000
64 H 2.265 -0.662 2.024  -0.002
65 H 2.359 1.042 1.528  -0.002

***

Record order is preserved below.
E: -57790.031, -50624.865, -61764.238 eV
Record order is preserved below.
ΔE to the lowest compared entry with this formula, charge and spin: 0.0, 76.9, 0.0 kJ/mol